Below is a structure of composition C18H19S3SbTeV, with properties calculated with ωB97M-V with the def2-TZVPD basis set.

Its energy above the lowest of the compared OMol25 structures with the same formula, charge and spin is 0.00 kcal per mole. As for the HOMO energy: -11.9999 eV. The calculation puts the HOMO-LUMO gap at 0.25164 Ha. As for the charge: +1. Its molar mass is 631.86 g/mol. The calculation puts the total energy at -3343.8500 Eh. As for the lowest unoccupied orbital energy: -5.15 eV.

Geometry as XYZ:
```
43
Properties=species:S:1:pos:R:3:mulliken_charge:R:1
V 1.3516 -0.4653 1.6482 0.825
S 5.8477 -1.0303 0.9728 -0.434
Sb 4.3046 -1.9181 2.2299 0.591
S 2.6140 0.0942 3.1433 -0.460
S 2.1293 -2.1301 0.7051 -0.411
C -3.3525 -2.5991 2.6027 -1.541
C -3.0534 -1.0915 2.6535 1.819
C -3.8212 -0.3638 1.5367 -1.399
C -3.4305 -0.5140 4.0255 -1.597
C -1.6248 -0.8964 2.4237 0.297
C -0.4300 -0.7225 2.2289 -0.597
H -4.4196 -2.7519 2.7671 0.374
H -2.8043 -3.1333 3.3780 0.417
H -3.0859 -3.0194 1.6331 0.386
H -4.8902 -0.5165 1.6883 0.438
H -3.5494 -0.7565 0.5563 0.202
H -3.6219 0.7083 1.5594 0.355
H -4.4978 -0.6630 4.1924 0.378
H -3.2183 0.5538 4.0737 0.381
H -2.8835 -1.0139 4.8242 0.419
Te 0.9494 1.6253 0.0046 0.604
C -0.1852 0.4929 -1.3648 0.552
C 0.4333 -0.2781 -2.3383 -0.284
C -0.3559 -1.0096 -3.2132 -0.588
C -1.7399 -0.9715 -3.1043 -0.561
C -2.3451 -0.1966 -2.1255 -0.591
C -1.5675 0.5458 -1.2477 -0.601
C 2.6747 1.9278 -1.1463 0.395
C 2.7047 3.0880 -1.9141 -0.595
C 3.8082 3.3339 -2.7165 -0.593
C 4.8669 2.4356 -2.7379 -0.518
C 4.8296 1.2881 -1.9591 -0.498
C 3.7279 1.0250 -1.1578 0.165
H 1.5125 -0.3070 -2.4236 0.413
H 0.1127 -1.6108 -3.9808 0.414
H -2.3491 -1.5441 -3.7908 0.405
H -3.4238 -0.1587 -2.0497 0.468
H -2.0408 1.1584 -0.4896 0.440
H 1.8846 3.7948 -1.8928 0.376
H 3.8412 4.2311 -3.3196 0.392
H 5.7284 2.6358 -3.3609 0.395
H 5.6586 0.5929 -1.9639 0.402
H 3.7107 0.1303 -0.5505 -0.038
```

Below is a structure of composition C5H6BaO3, with properties calculated with ωB97M-V with the def2-TZVPD basis set.

Its energy above the lowest of the compared OMol25 structures with the same formula, charge and spin is 16.12 kcal per mole. As for the HOMO energy (alpha / beta): -11.2034 / -11.8709 eV. The calculation puts the HOMO-LUMO gap (alpha / beta) at 0.22779 / 0.25228 Ha. As for the charge: +1. Its spin multiplicity is 2. Its molar mass is 251.43 g/mol. The calculation puts the total energy at -445.0048 Eh. As for the lowest unoccupied orbital energy (alpha / beta): -5.00 / -5.01 eV.

Geometry as XYZ:
```
15
Properties=species:S:1:pos:R:3:mulliken_charge:R:1
C 1.9531 -2.6756 -0.7846 -0.790
C 1.4694 -1.2775 -0.9560 -0.306
C 1.0713 -0.6480 0.3783 -0.373
C -0.1322 -0.2560 0.6922 0.382
O -1.1289 -0.3287 1.3691 -0.435
Ba -3.4963 1.1142 2.5842 1.775
H 3.0203 -2.8832 -0.6956 0.321
H 1.2397 -3.5006 -0.7597 0.305
H 0.6010 -1.2445 -1.6290 0.312
H 2.2555 -0.6460 -1.3931 0.272
H 1.7995 -0.6137 1.1945 0.339
O -2.1158 4.3661 -0.5384 -0.488
O -2.9275 2.9330 0.9520 -0.600
C -2.2060 3.2618 -0.0504 0.291
H -1.4032 2.3988 -0.3635 -0.005
```

Below is an isolated molecule of C2H5NO, with properties calculated with ωB97M-V with the def2-TZVPD basis set.

Its energy above the lowest of the compared OMol25 structures with the same formula, charge and spin is 105.04 kcal per mole. As for the HOMO energy: -8.2304 eV. The calculation puts the HOMO-LUMO gap at 0.34405 Ha. As for the structure (SMILES): C1CON1. Its molar mass is 59.07 g/mol. The calculation puts the total energy at -209.0549 Eh. As for the lowest unoccupied orbital energy: 1.13 eV.

Geometry as XYZ:
```
9
Properties=species:S:1:pos:R:3:mulliken_charge:R:1
C -0.5224 -0.1252 -0.1455 -0.210
C 1.0045 -0.0841 -0.0679 -0.257
N -0.5691 -0.4399 1.2367 -0.333
O 0.7538 0.0689 1.5367 -0.330
H -0.8390 0.9856 -0.2754 0.185
H -1.1280 -0.7743 -0.7283 0.286
H 1.8148 -0.8892 -0.3647 0.215
H 1.4238 0.8437 -0.4114 0.187
H -1.1562 0.0225 1.9509 0.257
```

Below is a cluster of 15 separate species, C43H49Cl4F11O39 in total, with properties calculated with ωB97M-V with the def2-TZVPD basis set.

Its energy above the lowest of the compared OMol25 structures with the same formula, charge and spin is 148.98 kcal per mole. As for the HOMO energy: -10.4302 eV. The calculation puts the HOMO-LUMO gap at 0.37027 Ha. Its molar mass is 1540.62 g/mol. The calculation puts the total energy at -7541.5155 Eh. As for the lowest unoccupied orbital energy: -0.35 eV.

Geometry as XYZ:
```
146
Properties=species:S:1:pos:R:3:mulliken_charge:R:1
C -0.5332 -0.1435 1.0270 -1.353
C -0.0044 -1.2655 0.0409 0.345
C -0.9497 -2.2676 -0.4979 -0.333
O -0.6873 -2.1703 -1.8677 -0.359
C 0.0224 -1.1649 -2.2337 0.784
O 0.1765 -0.8247 -3.4551 -0.682
O 0.4240 -0.5585 -1.1867 -0.330
H 0.2891 0.2420 1.6297 0.339
H -1.1127 -0.6633 1.7900 0.420
H -1.2154 0.5389 0.5199 0.340
H 0.8278 -1.7715 0.5302 0.236
H -1.9319 -1.9257 -0.1719 0.285
H -0.6268 -3.2718 -0.2232 0.308
C -1.6644 -5.8018 6.7850 -1.337
C -0.6994 -4.6846 6.6189 0.467
C 0.5763 -4.8125 7.4028 -0.541
O 1.5198 -5.2800 6.4779 -0.317
C 1.0208 -5.1952 5.2607 0.677
O 1.6660 -5.4330 4.2542 -0.602
O -0.2050 -4.7136 5.3250 -0.351
H -2.2885 -5.5550 7.6439 0.368
H -1.0696 -6.7039 6.9281 0.331
H -2.3744 -5.7932 5.9580 0.328
H -1.1538 -3.7319 6.8911 0.378
H 0.5526 -5.5333 8.2202 0.324
H 0.7329 -3.8226 7.8314 0.275
C -7.8777 -3.3767 2.5373 -0.256
Cl -6.2221 -3.1249 2.9796 -0.128
Cl -8.1694 -3.6208 0.7888 -0.141
H -8.3394 -4.1532 3.1472 0.291
H -8.3490 -2.4359 2.8218 0.236
C 0.1836 -4.6700 -8.2178 -0.211
Cl 0.7174 -3.4505 -9.5250 -0.186
Cl 1.6387 -5.2037 -7.4453 -0.116
H -0.5294 -4.1653 -7.5659 0.252
H -0.2342 -5.5750 -8.6589 0.264
C -6.3550 2.2339 -3.7232 -0.252
C -5.9412 0.7895 -3.6566 0.338
O -7.1768 0.0459 -3.9539 -0.319
C -8.2173 0.8920 -3.8352 0.683
O -9.4078 0.5467 -3.8274 -0.568
O -7.7834 2.1612 -3.8262 -0.330
F -5.5173 0.3696 -2.4658 -0.261
H -5.8669 2.6882 -4.5854 0.266
H -6.1570 2.7967 -2.8110 0.229
H -5.2190 0.5550 -4.4386 0.211
C -5.8910 -6.3227 -4.7979 -0.410
C -4.7424 -5.4195 -5.0733 0.336
O -4.7443 -5.3232 -6.4448 -0.302
C -5.3548 -6.3357 -6.9740 0.695
O -5.4405 -6.5835 -8.1964 -0.593
O -5.8404 -7.0579 -6.0053 -0.327
F -3.6427 -5.9701 -4.5746 -0.295
H -6.7681 -5.6794 -4.7280 0.294
H -5.8216 -7.0315 -3.9727 0.294
H -4.9451 -4.4774 -4.5638 0.306
C -0.4056 3.0273 -8.4999 -0.295
C -1.4714 3.7766 -9.1886 0.273
O -0.9450 5.0628 -9.2594 -0.315
C 0.0701 5.1939 -8.4997 0.663
O 0.7526 6.1840 -8.2479 -0.572
O 0.3662 4.0362 -7.8844 -0.281
F -2.5913 3.8045 -8.5233 -0.265
H 0.0887 2.3105 -9.1556 0.277
H -0.8845 2.3763 -7.7684 0.268
H -1.7328 3.4584 -10.1979 0.249
C 4.1230 3.5171 -3.6275 -0.441
C 5.4328 3.8139 -4.3622 0.300
O 5.9197 4.8962 -3.5573 -0.304
C 5.3972 4.7315 -2.3206 0.699
O 5.7557 5.3749 -1.3441 -0.583
O 4.4367 3.8050 -2.3278 -0.285
F 5.0743 4.1738 -5.5889 -0.254
H 4.0210 2.4401 -3.7607 0.284
H 3.2510 4.1224 -3.8750 0.311
H 6.1208 2.9732 -4.4506 0.274
C 5.2844 1.1369 6.4428 -0.351
C 4.5908 -0.1130 5.8559 0.374
O 4.4884 -0.9836 6.9640 -0.307
C 5.3031 -0.5239 7.9907 0.674
O 5.4913 -1.0585 9.0687 -0.549
O 5.8570 0.6109 7.6364 -0.327
F 5.2280 -0.7101 4.9062 -0.282
H 4.6027 1.9702 6.6133 0.278
H 6.0697 1.4891 5.7739 0.266
H 3.5783 0.0250 5.4765 0.224
C 3.8619 -7.5261 -0.9689 -0.277
C 3.6937 -9.0445 -0.6767 0.321
O 3.9865 -9.7571 -1.8774 -0.324
C 4.3104 -8.8679 -2.8425 0.655
O 4.6571 -9.2209 -3.9740 -0.552
O 4.3085 -7.6182 -2.3308 -0.293
F 2.4121 -9.2429 -0.4006 -0.290
H 4.5829 -7.2182 -0.2117 0.277
H 2.9179 -6.9814 -0.9855 0.238
H 4.2481 -9.3107 0.2233 0.245
C -0.2237 5.9617 -0.3092 -0.373
C 0.0906 7.3548 -0.8078 0.248
O -0.9405 7.5004 -1.7919 -0.348
C -1.3885 6.3036 -2.2243 0.717
O -2.1262 6.2234 -3.2179 -0.584
O -0.8117 5.3637 -1.4439 -0.294
F 1.2776 7.5316 -1.3083 -0.253
H -0.9276 6.0430 0.5191 0.292
H 0.7288 5.5023 -0.0448 0.328
H -0.0768 8.0390 0.0241 0.265
C -5.6630 3.6820 3.2346 -0.534
C -6.3673 4.7839 2.4689 0.365
O -7.4830 4.1290 2.0838 -0.305
C -7.3525 2.8235 2.2157 0.688
O -8.0841 2.0228 1.7018 -0.570
O -6.2632 2.5326 2.7649 -0.286
F -5.6992 4.8793 1.3048 -0.276
H -6.0216 3.6100 4.2614 0.304
H -4.5776 3.6819 3.3349 0.311
H -6.4751 5.7835 2.8898 0.302
C -1.8864 2.7790 10.2723 -0.460
C -0.4962 2.5799 10.8181 0.276
O 0.1703 2.3317 9.5807 -0.279
C -0.7118 1.8372 8.6503 0.626
O -0.4226 1.3207 7.5857 -0.537
O -1.9576 1.9037 9.1843 -0.312
F -0.4365 1.5438 11.6256 -0.265
H -2.0238 3.7876 9.8823 0.309
H -2.5891 2.5224 11.0651 0.316
H -0.1734 3.4039 11.4544 0.326
C 4.7539 8.3185 3.4354 -0.341
C 5.7912 7.4062 4.0838 0.364
O 5.0314 6.2767 4.4192 -0.319
C 3.7628 6.3567 4.0674 0.741
O 2.9023 5.5112 4.1678 -0.563
O 3.5487 7.5452 3.5235 -0.364
F 6.2795 8.0492 5.1523 -0.289
H 5.1144 8.4048 2.4104 0.256
H 4.6178 9.2754 3.9392 0.271
H 6.6175 7.2028 3.4025 0.245
C 6.4514 -2.3324 -5.2529 -0.402
C 6.9973 -3.6381 -4.7384 0.264
O 6.7869 -3.4805 -3.3298 -0.285
C 5.7442 -2.6422 -3.2014 0.686
O 5.2264 -2.4358 -2.0577 -0.611
O 5.4311 -2.0747 -4.3368 -0.241
F 8.3667 -3.7610 -4.9485 -0.289
H 6.1234 -2.4478 -6.2859 0.315
H 7.3435 -1.7062 -5.2383 0.284
H 6.4911 -4.5175 -5.1366 0.278
```

Below is an isolated molecule of C2H2N2O2, with properties calculated with ωB97M-V with the def2-TZVPD basis set.

Its energy above the lowest of the compared OMol25 structures with the same formula, charge and spin is 101.59 kcal per mole. As for the HOMO energy: -9.8181 eV. The calculation puts the HOMO-LUMO gap at 0.36888 Ha. As for the structure (SMILES): Oc1conn1. Its molar mass is 86.05 g/mol. The calculation puts the total energy at -337.2625 Eh. As for the lowest unoccupied orbital energy: 0.22 eV.

Geometry as XYZ:
```
8
Properties=species:S:1:pos:R:3:mulliken_charge:R:1
C 0.2298 -0.0745 0.6565 0.355
C -0.7696 -0.9076 0.0069 -0.334
H -0.7220 0.2882 2.3619 0.337
H -1.3797 -1.6720 0.1157 0.456
N 0.4110 0.3072 -1.3552 -0.040
N 0.6947 0.7803 -0.2390 -0.240
O 0.1564 0.5300 1.8830 -0.489
O -0.4563 -0.5721 -1.2952 -0.045
```